# 1
{"formula": "CH2P2S", "method": "ωB97M-V with the def2-TZVPD basis set", "orbital_gap_ev": 6.523, "energy_ev": -30478.46643, "e_homo_ev": -8.03, "de_lowest_kj_mol": 186.5, "elements": ["C", "P", "P", "S", "H", "H"], "xyz": [[0.3810, 0.3969, 0.1400], [-0.2547, 1.5171, -0.9167], [-0.0216, -2.0465, -0.4951], [-1.4788, -2.6900, 0.5032], [1.0356, 0.3608, 0.9804], [0.3385, 2.4618, -0.2118]], "atomic_forces_ev_per_a": [[-1.2, -2.9, -2.1], [-0.4, -2.5, -0.1], [0.6, 2.6, 0.5], [-0.2, 0.0, 0.2], [0.3, 0.4, 0.5], [1.0, 2.5, 1.1]], "nbo_charge": [-0.7687, 0.4172, 0.5475, -0.3166, 0.1832, -0.0626]}

---

# 2
{"formula": "CH2P2S2", "method": "ωB97M-V with the def2-TZVPD basis set", "orbital_gap_ev": 7.419, "smiles": "C=P#S#P=S", "energy_ev": -41316.64719, "e_homo_ev": -9.09, "de_lowest_kj_mol": 41.0, "elements": ["C", "P", "S", "P", "S", "H", "H"], "xyz": [[0.0976, 0.4958, -0.3602], [-0.8109, 1.9557, -0.4189], [-2.7575, 1.4663, 0.3828], [-3.3354, -0.5044, -0.4288], [-5.1898, -0.8108, 0.1262], [-0.4969, -0.3798, -0.2379], [1.0140, 0.5144, -0.7950]], "atomic_forces_ev_per_a": [[-4.5, 2.7, 0.3], [0.9, -1.7, 0.5], [-0.1, -0.9, -0.6], [-1.2, 0.8, 0.8], [1.8, 0.3, -0.5], [0.3, -0.9, 0.5], [2.7, -0.2, -1.0]], "nbo_charge": [-0.7883, 0.5869, -0.4021, 0.5320, -0.3535, 0.2133, 0.2118]}

---

# 3
{"formula": "CH2S", "method": "ωB97M-V with the def2-TZVPD basis set", "orbital_gap_ev": 8.502, "smiles": "C=S", "energy_ev": -11903.40078, "e_homo_ev": -8.99, "de_lowest_kj_mol": 7.3, "elements": ["C", "S", "H", "H"], "xyz": [[-0.3303, 0.8296, 0.5085], [0.1932, -0.4781, -0.2957], [-1.2016, 0.8101, 1.1162], [0.0919, 1.8623, 0.5631]], "atomic_forces_ev_per_a": [[0.8, 0.2, -0.4], [-0.2, 1.2, 0.5], [-0.9, -0.4, 0.5], [0.3, -1.0, -0.6]], "nbo_charge": [-0.4511, 0.0867, 0.1754, 0.1890]}

---

# 4
{"formula": "CH2S2", "method": "ωB97M-V with the def2-TZVPD basis set", "orbital_gap_ev": 8.379, "smiles": "S=CS", "energy_ev": -22738.79891, "e_homo_ev": -8.89, "de_lowest_kj_mol": 32.4, "elements": ["S", "C", "S", "H", "H"], "xyz": [[1.7213, 0.2664, 0.0046], [0.1874, -0.3073, 0.3441], [-1.2009, -0.0862, -0.5097], [-0.0313, -0.8149, 1.3908], [-0.6764, 0.9419, -1.2297]], "atomic_forces_ev_per_a": [[-1.8, -0.7, 0.4], [2.9, -0.3, 3.3], [-1.5, 0.9, -1.2], [0.6, 0.6, -2.3], [-0.3, -0.5, -0.2]], "nbo_charge": [-0.0247, -0.5381, 0.1861, 0.2313, 0.1454]}

---

# 5
{"formula": "CH2S3", "method": "ωB97M-V with the def2-TZVPD basis set", "orbital_gap_ev": 8.097, "energy_ev": -33572.42885, "e_homo_ev": -8.83, "de_lowest_kj_mol": 232.2, "elements": ["C", "S", "S", "S", "H", "H"], "xyz": [[1.0909, 0.2715, -0.4828], [2.5253, 0.9685, 0.0138], [2.0741, -0.9564, 0.4893], [-0.8812, 1.0107, 0.6082], [0.8149, 0.1016, -1.5859], [-0.5466, 2.1537, 0.2587]], "atomic_forces_ev_per_a": [[-3.4, -0.8, -0.2], [1.5, 1.8, 0.2], [-1.2, -0.2, -0.5], [1.9, -4.2, -0.6], [0.4, 0.2, 2.0], [0.8, 3.2, -0.9]], "nbo_charge": [-0.5154, 0.2206, 0.1015, -0.1553, 0.2596, 0.0890]}